# 1
12
Properties=species:S:1:pos:R:3:forces:R:3 method="wB97M-V/def2-TZVPD" e_homo_ev="-8.296 / -8.556" orbital_gap_ev="6.9 / 7.2" de_lowest_kj_mol=557.9 largest_force_ev_per_a=0.5 total_energy_ev=-7323.5028
O 0.9577 1.4807 0.7746 0.15 0.22 0.17
C -0.1527 0.0749 -0.1989 -0.05 -0.09 0.07
C -1.2524 -0.9173 -0.1752 0.06 -0.02 -0.07
C -0.1899 1.5388 -0.0010 -0.24 -0.14 -0.15
C 1.1878 -0.2452 0.0164 0.15 -0.50 -0.13
C 2.1046 -1.1207 0.0304 -0.17 0.45 0.11
H -0.8766 -1.9105 -0.4374 -0.04 0.18 0.05
H -1.6504 -0.9660 0.8472 0.04 0.03 -0.10
H 3.0859 -1.1642 0.4769 -0.12 -0.06 -0.09
H -1.0916 1.8649 0.5441 0.08 -0.04 -0.07
H -2.0735 -0.6145 -0.8337 0.12 0.02 0.12
H -0.1212 2.1145 -0.9402 0.02 -0.04 0.10

# 2
12
Properties=species:S:1:pos:R:3:forces:R:3 method="wB97M-V/def2-TZVPD" smiles="CCC#CC=O" e_homo_ev=-10.329 orbital_gap_ev=10.7 de_lowest_kj_mol=174.6 largest_force_ev_per_a=0.8 total_energy_ev=-7327.4751
O 3.0127 1.6063 0.9644 -0.13 -0.74 -0.34
C -1.8869 0.3693 -0.3528 -0.09 0.14 0.02
C 2.8431 0.4856 0.5263 0.12 0.61 0.26
C -0.9721 -0.8560 -0.1888 -0.03 -0.06 0.03
C 0.4288 -0.4479 -0.0550 0.40 0.08 0.08
C 1.5456 -0.0298 0.1386 -0.50 -0.08 0.02
H -1.5833 1.1478 0.3535 -0.08 -0.10 -0.12
H -1.8169 0.7836 -1.3646 0.05 -0.08 0.21
H -1.2307 -1.4115 0.7239 0.03 0.14 -0.16
H -2.9383 0.1333 -0.1544 0.23 -0.11 -0.08
H -1.0902 -1.5654 -1.0183 0.05 0.18 0.13
H 3.6882 -0.2153 0.4273 -0.04 0.01 -0.04

# 3
12
Properties=species:S:1:pos:R:3:forces:R:3 method="wB97M-V/def2-TZVPD" e_homo_ev="-6.924 / -7.338" orbital_gap_ev="7.0 / 8.4" de_lowest_kj_mol=456.4 largest_force_ev_per_a=1.9 total_energy_ev=-7324.5546
O -0.3912 -0.9376 -0.5254 0.43 -1.41 -0.89
C 2.7543 0.0766 0.6664 -0.20 -0.25 -0.09
C 1.8367 -0.6202 0.2753 0.18 -0.10 0.03
C 0.8372 -1.4363 -0.2573 0.27 0.17 0.17
C -1.8905 0.9363 -0.3799 0.01 0.02 0.01
C -0.8385 0.0538 0.1719 -0.46 1.46 1.10
H -2.8555 0.7953 0.1231 0.04 0.01 -0.10
H -1.6020 1.9850 -0.2317 -0.09 -0.13 -0.06
H 0.9459 -2.4817 -0.4890 0.09 0.10 -0.17
H -0.3779 0.1987 1.1427 -0.02 0.21 -0.11
H 3.5952 0.6673 0.9551 -0.20 -0.06 0.00
H -2.0137 0.7628 -1.4510 -0.05 0.00 0.11